1.
Below is an isolated molecule of C4H8N2S in a non-equilibrium geometry, with properties calculated with the ωB97M-V functional and the def2-TZVPD basis.

Last column: natural (NBO) charge in e.
Atoms and positions in Å:
S  2.5426  -0.8869  -1.9554  -0.18
N  0.2100  -1.2858  -0.6061  -0.44
N  0.3964  0.6891  -2.0788  -0.81
C  -0.5366  0.7655  0.6782  -0.63
C  0.9805  -0.4485  -1.5042  0.27
C  -0.5814  -0.7373  0.4342  -0.08
C  0.6055  -1.5197  0.7420  -0.23
H  1.0239  1.1977  -2.5648  0.40
H  -1.5005  1.2835  0.2075  0.22
H  1.6060  -1.0393  0.9752  0.22
H  -1.4868  -1.3671  0.4861  0.21
H  -0.4804  0.5112  -2.5042  0.39
H  0.5460  -2.6372  1.0533  0.21
H  -0.7439  1.0040  1.7509  0.22
H  0.4678  1.1437  0.4786  0.23

## Properties
structure (SMILES)	C[C@@H]1CN1C(N)=S
energy above the lowest of the compared OMol25 structures with the same formula, charge and spin	2.540	eV

***

2.
Below is a cluster of 9 separate species, C36H55O26PS in total in a non-equilibrium geometry, with properties calculated with the ωB97M-V functional and the def2-TZVPD basis.

Last column: Löwdin charge in e.
Atoms and positions in Å:
S  0.7435  3.4085  -3.0829  0.08
P  -0.3897  3.0108  -1.5288  0.41
O  -0.2670  6.8450  1.5101  0.12
O  -1.0114  -0.8888  -2.9286  0.10
O  2.9045  2.6332  0.2924  0.11
O  4.2406  -7.2779  7.0803  0.09
O  4.5877  -5.9680  5.2365  0.14
O  -3.2815  3.3674  -1.9485  -0.14
O  -1.1457  -6.8093  2.4676  0.09
O  -5.3747  3.8555  -3.3607  -0.01
O  2.5264  -6.0906  6.2250  0.05
O  -1.8406  6.4031  6.3536  0.09
O  -0.2660  -4.5072  -3.6162  0.06
O  -1.3585  -2.1986  -1.0848  0.10
O  -1.2984  -7.1463  0.2444  0.06
O  3.3277  -0.2780  -7.0454  0.06
O  -2.1199  6.2338  0.3147  0.07
O  -1.9829  8.3192  1.1584  0.05
O  4.2293  4.2140  1.2860  0.06
O  1.9701  -4.0373  -3.7580  0.11
O  -3.0727  -1.0113  -1.9401  0.01
O  3.6173  4.4723  -0.8677  0.07
O  -3.1248  -6.3892  1.3987  0.12
O  3.9578  -0.2357  -4.8819  0.09
O  5.4920  0.2427  -6.5108  0.13
O  -3.6285  7.3060  7.4599  0.13
O  -2.6096  8.4329  5.7472  0.06
O  0.7623  -4.5946  -5.6198  0.09
C  -2.5096  -3.6392  0.4743  -0.02
C  4.2082  5.6917  -0.4471  -0.35
C  3.0895  -8.7185  8.6394  -0.02
C  -3.6139  -1.9145  -0.9921  -0.10
C  -2.3783  1.7737  -3.5353  -0.14
C  1.2374  -6.9895  2.8129  -0.01
C  0.2446  6.3030  5.1398  -0.02
C  -1.9614  -6.7516  1.3743  -0.52
C  2.0486  -1.2548  -3.8109  -0.02
C  2.2802  -0.8573  -6.2873  -0.11
C  -2.7712  7.3722  6.5962  -0.51
C  -4.0261  6.4395  -1.1533  -0.01
C  3.1749  -7.3412  8.0147  -0.35
C  -0.5274  -5.1634  -5.7816  -0.35
C  -1.3668  8.2384  5.0954  -0.11
C  1.9852  -6.9937  7.1731  -0.12
C  -2.4243  -2.2620  -0.1504  -0.34
C  0.9178  -4.3541  -4.2849  -0.50
C  0.0248  -7.5020  2.0638  -0.35
C  -4.0144  1.4902  -3.3354  -0.07
C  -3.0805  8.2956  0.2629  -0.11
C  4.3604  -0.0603  -6.1747  -0.51
C  -2.1380  2.4444  -2.0471  -0.45
C  -1.2027  6.7498  5.1346  -0.35
C  -4.3881  3.0653  -2.9158  -0.21
C  5.0512  6.2899  -1.5543  -0.02
C  -1.2744  -4.6115  -4.6060  -0.12
C  0.0728  -7.2262  0.5920  -0.11
C  -3.3968  6.8343  0.1667  -0.34
C  5.0067  5.2692  0.7481  -0.12
C  -1.7465  -1.3256  -2.0602  -0.48
C  -1.3599  7.1070  1.0386  -0.51
C  3.8526  -6.4048  6.1049  -0.51
C  2.5428  -0.3348  -4.9080  -0.34
C  3.5253  3.6808  0.2410  -0.50
C  -1.1255  -4.7672  -7.1156  -0.02
H  -1.7469  6.2664  4.3146  0.16
H  -2.2468  -1.5044  0.6223  0.16
H  5.1165  6.0757  1.4807  0.14
H  -2.0730  -5.2810  -4.2696  0.14
H  1.1926  -6.5098  7.7535  0.15
H  -4.4065  -1.4306  -0.4117  0.15
H  2.3552  -1.9474  -6.3675  0.14
H  -1.7051  0.8834  -3.8871  0.11
H  1.5607  -7.8487  6.6354  0.14
H  -4.0274  6.5065  1.0017  0.16
H  3.9520  -8.8895  9.2927  0.09
H  -2.3649  2.5741  -4.4156  0.14
H  3.3523  -6.5837  8.7874  0.16
H  2.1652  -7.3933  2.3963  0.10
H  5.7248  5.5425  -1.9871  0.10
H  -1.4070  8.6252  4.0717  0.14
H  -4.2939  5.3774  -1.1398  0.06
H  -2.1784  -5.0571  -7.1839  0.09
H  -2.4806  -4.4233  -0.2900  0.09
H  5.6432  7.1364  -1.1936  0.09
H  -2.3433  1.5162  -1.3420  0.12
H  -0.5787  -5.2515  -7.9319  0.09
H  4.4086  6.6384  -2.3701  0.09
H  3.1185  -9.5026  7.8751  0.09
H  -4.0384  -2.7694  -1.5297  0.15
H  5.9991  4.8775  0.4992  0.14
H  0.2911  1.9287  -0.8092  0.00
H  1.1771  -7.2768  3.8682  0.07
H  1.2834  -5.8954  2.7909  0.10
H  -2.7640  8.7415  -0.6864  0.14
H  -0.5945  8.7819  5.6507  0.14
H  -4.9298  7.0222  -1.3559  0.10
H  2.6059  -2.1977  -3.8036  0.07
H  -1.6471  -3.8102  1.1276  0.09
H  -0.4735  4.1487  -0.6041  0.00
H  -1.6952  -3.6150  -4.7794  0.14
H  0.9820  -1.4725  -3.9214  0.07
H  2.1773  -8.8330  9.2326  0.09
H  -4.1619  0.8231  -2.3797  0.10
H  0.5517  -6.2744  0.3373  0.15
H  0.7503  6.6090  6.0619  0.09
H  -1.0414  -3.6880  -7.2826  0.09
H  0.7913  6.7076  4.2827  0.09
H  -4.5991  1.0162  -4.2434  0.14
H  -3.9166  8.8760  0.6669  0.15
H  3.4040  6.3821  -0.1662  0.16
H  0.5627  -8.0311  0.0341  0.15
H  -3.3231  6.5722  -1.9827  0.10
H  0.3010  5.2096  5.1027  0.09
H  -0.4306  -6.2537  -5.7170  0.16
H  -3.4218  -3.7537  1.0675  0.10
H  1.3065  -0.5387  -6.6741  0.14
H  -0.1234  -8.5697  2.2653  0.16
H  2.2085  -0.7919  -2.8310  0.10
H  2.1272  0.6713  -4.7764  0.15

## Properties
structure (SMILES)	O=C1CC[C@@H]([PH2]=S)O1.C[C@@H]1COC(=O)O1.C[C@@H]1COC(=O)O1.C[C@@H]1COC(=O)O1.C[C@@H]1COC(=O)O1.C[C@@H]1COC(=O)O1.C[C@@H]1COC(=O)O1.C[C@@H]1COC(=O)O1.C[C@@H]1COC(=O)O1

***

Number 1: HOMO -8.4 eV, LUMO level 0.61 eV. Number 2: HOMO -8.4 eV, LUMO level 0.14 eV.